{"formula": "C2H12BaO12", "method": "the ωB97M-V functional and the def2-TZVPD basis", "elements": ["C", "H", "O", "C", "H", "H", "H", "O", "O", "O", "O", "O", "O", "Ba", "O", "H", "O", "H", "H", "H", "O", "H", "O", "H", "O", "H", "H"], "positions_angstrom": [[-1.214, 0.804, 3.039], [2.768, -1.443, -1.141], [-2.021, 1.133, 2.046], [-1.155, -2.922, 0.902], [2.696, 1.754, 1.911], [-0.643, -2.151, -2.503], [0.863, 2.019, -2.109], [-0.472, 2.986, 0.109], [2.684, 1.480, 0.984], [-0.308, -2.068, 1.422], [2.464, -1.224, -0.255], [-2.237, 0.219, -1.585], [0.078, 0.946, 2.836], [0.162, 0.257, 0.169], [-0.052, -1.915, -1.787], [3.569, 1.173, 0.775], [-2.129, -3.419, 1.504], [0.172, 1.201, -3.193], [-1.097, 3.431, 0.697], [0.171, 3.653, -0.162], [-0.923, -3.215, -0.398], [-2.598, 1.042, -1.925], [-1.651, 0.054, 3.974], [2.882, -1.855, 0.339], [0.723, 1.113, -2.411], [-0.285, -2.604, -0.997], [-2.450, -0.449, -2.243]], "mulliken_charge": [0.679, 0.238, -0.812, 0.577, 0.293, 0.084, 0.294, -0.331, -0.480, -0.832, -0.411, -0.368, -0.846, 1.188, -0.777, 0.232, -0.756, 0.245, 0.205, 0.217, -0.684, 0.222, -0.770, 0.233, -0.472, 0.592, 0.239], "e_tot_ev": -27533.3816, "total_charge": -2, "multiplicity": 1, "lumo_energy_ev": 3.46, "e_above_lowest_kj_mol": 0.0, "homo_lumo_gap_ev": 2.43}